C52H51NO7P2S | ωB97M-V/def2-TZVPD

Output
Net charge   0
HOMO level   -7.21 eV
Gap between HOMO and LUMO   5.879 eV
SMILES string   O=C1c2ccccc2C(=O)c2ccccc21.O=C1c2ccccc2C(=O)c2ccccc21.O=C1c2ccccc2C(=O)c2ccccc21.CCCCCCC[PH2](CSCC)P(N)O

```
114
Properties=species:S:1:pos:R:3:forces:R:3:mulliken_charge:R:1
H -2.75524 1.64891 -9.01622 0.006 -0.001 0.003 0.41
C -1.89111 -0.82521 -5.21032 0.120 -0.039 -0.077 1.01
H 4.58755 5.15878 6.21700 -0.013 -0.060 0.040 0.40
H 1.46072 -7.57637 -0.24331 -0.001 0.006 0.003 0.41
C 3.11031 1.24423 -4.04120 0.039 -0.052 0.021 0.18
C 0.27574 -0.99710 -0.65955 0.019 0.025 0.164 -0.31
H -0.68484 -7.25117 -1.47217 0.007 -0.018 0.023 0.51
C 3.40765 3.13690 -6.05134 -0.035 0.008 -0.002 -0.56
H 0.40570 3.00242 6.17263 -0.155 -0.072 -0.070 -0.12
C -1.80511 -3.56246 1.10600 0.094 0.173 -0.180 0.64
H -1.47300 1.38484 -2.33340 -0.016 -0.026 -0.001 0.49
O -2.26647 3.10740 6.69123 0.244 -0.221 0.006 -0.46
H -0.31408 0.38839 5.81404 0.023 -0.044 -0.003 -0.05
C 1.72647 -0.21623 5.46835 0.216 -0.007 0.083 -1.16
C 3.93276 4.89719 8.27852 0.011 0.028 0.092 -1.12
H 0.74935 5.43117 5.76364 0.028 0.009 -0.029 0.12
H 0.57897 1.75773 3.63280 -0.031 -0.130 0.010 -1.04
C -2.39124 0.52129 -7.23387 0.016 0.004 0.001 -0.58
H -1.58281 2.43919 6.88929 -0.133 0.193 -0.059 0.36
C 2.02700 2.03623 -4.42192 -0.054 0.028 -0.011 0.29
H 3.52563 3.87279 -6.83617 0.001 -0.003 0.005 0.41
H 0.14720 -1.74925 0.10986 0.029 0.069 0.056 0.51
C 2.18018 2.98121 -5.43051 0.000 -0.016 -0.004 -0.59
H 2.19826 2.99686 4.00339 -0.026 -0.018 0.133 0.52
C -0.65143 0.75389 -2.02123 0.001 0.029 0.028 -0.74
N -0.71178 4.91665 7.88640 -0.069 -0.230 -0.034 -0.51
H 4.81281 5.49174 8.52920 -0.067 0.014 -0.007 0.34
P -1.63976 4.63725 6.46758 -0.027 -0.018 0.107 -0.07
H 5.44762 2.47526 -6.15489 -0.008 -0.002 -0.001 0.40
C -0.29004 -0.63957 -8.63833 0.001 0.008 0.009 -0.65
O -0.25095 2.57429 -4.10814 -0.034 0.017 -0.012 -0.69
H -1.10507 -0.78198 3.57277 0.028 0.009 0.056 0.01
H -2.38739 1.32572 3.13583 -0.037 0.028 0.107 0.25
C -5.00272 -2.04841 -0.15849 0.021 0.029 0.032 -0.55
C 0.01225 -2.47563 -5.30402 0.100 -0.025 -0.056 0.13
C -0.40448 -6.60748 -0.64910 0.004 -0.003 0.053 -0.68
H 5.16380 0.77707 -4.35361 0.003 0.012 -0.018 0.49
O -1.46428 -2.74581 1.93790 -0.051 -0.145 0.069 -0.67
H 3.08015 5.31527 8.81614 0.013 -0.076 -0.025 0.28
C -0.50099 -3.23355 -2.68839 -0.100 0.008 -0.120 0.37
S 3.10334 3.27276 6.19290 -0.042 0.034 0.127 -0.17
H 2.07102 -6.03584 1.58969 -0.007 -0.004 0.000 0.43
C 4.48873 2.34991 -5.66885 0.020 -0.023 0.021 -0.49
C -3.05993 -3.37861 0.32252 0.030 0.065 0.036 0.34
C -0.79739 -0.18836 -1.01760 0.075 0.119 0.110 -0.52
H -3.57474 -1.61290 1.40016 -0.016 0.006 -0.010 0.61
C -1.08430 0.31986 -9.24253 0.035 -0.018 -0.003 -0.48
C -1.68753 3.33042 3.37790 -0.044 -0.024 -0.100 -1.00
C 0.78820 -6.77526 0.03498 0.005 -0.004 -0.051 -0.58
H -5.62760 -1.19059 0.05338 0.006 -0.002 -0.003 0.44
C -5.34082 -2.91496 -1.19267 -0.003 -0.030 -0.040 -0.63
H 1.98062 -0.08592 6.52291 -0.064 -0.060 -0.032 0.37
H -2.09260 -1.77963 -2.75141 0.000 -0.082 -0.054 0.79
C 0.78933 -3.45899 -4.70003 0.015 0.051 0.006 -0.92
C -0.27018 1.16899 3.26771 -0.014 0.169 -0.130 1.00
H 4.09765 3.88964 8.66456 0.057 0.017 -0.063 0.30
H 2.34410 -1.48515 -1.04001 -0.008 0.013 0.027 0.57
H -1.79581 1.66378 4.73831 0.151 0.014 -0.027 0.30
H -0.69928 -3.51224 -1.66403 0.097 -0.013 -0.002 0.21
C -2.13574 0.89959 -8.54069 -0.025 0.005 0.030 -0.61
C -1.28499 -2.26333 -3.28634 -0.052 -0.079 -0.078 -0.82
O -2.80803 -6.14185 -1.98659 -0.025 -0.038 0.014 -0.68
C -1.59696 -0.44224 -6.62233 -0.037 0.034 0.049 0.21
C 0.27889 -4.87699 1.42229 -0.037 -0.041 0.035 -0.76
H -0.20104 1.18868 2.17291 0.049 0.003 0.047 0.12
C -0.92969 -4.71714 0.75270 -0.018 0.073 0.023 0.39
C -0.43800 4.18702 3.61675 0.029 0.175 0.002 -1.17
H 1.59249 -3.90241 -5.27319 -0.001 -0.009 0.018 0.52
C 0.69346 1.89786 -3.76428 0.112 -0.082 0.025 0.54
C -1.26971 -5.58173 -0.28737 -0.044 -0.087 -0.051 0.49
H 0.59216 -0.80447 3.17201 -0.054 0.002 0.026 0.33
C 1.13172 -5.90885 1.06742 0.002 0.037 0.024 -0.65
H -0.72452 5.23835 3.50275 0.026 -0.035 -0.079 0.54
C 2.97881 0.21194 -2.97080 -0.094 0.057 -0.061 0.64
H 1.14014 -4.59719 -2.91522 -0.002 -0.002 -0.007 0.59
H 0.14353 4.36541 7.97836 -0.070 -0.028 0.022 0.25
C 0.53366 -3.83728 -3.39206 -0.020 0.005 -0.033 -1.05
O 1.25404 -2.55856 -7.31226 0.011 -0.024 -0.024 -0.68
C 2.12313 3.77385 4.76906 0.001 0.152 -0.245 -1.36
O 3.91092 -0.49777 -2.66161 0.016 -0.008 0.018 -0.68
H -1.75187 -0.30875 -0.51901 0.000 0.005 0.005 0.64
H 2.13610 0.65241 4.94476 -0.091 -0.015 -0.026 0.11
H 2.56680 4.68408 4.35084 -0.020 -0.088 -0.090 0.60
C 0.23010 -0.37477 5.24433 -0.227 0.066 -0.073 -0.15
H 0.34350 3.98252 2.88103 -0.054 -0.052 0.046 0.51
C -3.86382 -2.27555 0.59476 -0.024 -0.044 0.035 -0.71
C 0.57210 0.89196 -2.66819 -0.073 0.024 -0.026 0.17
H 2.91883 5.62707 6.50472 0.067 0.035 0.061 0.20
C -0.54364 -1.02592 -7.32687 0.042 -0.034 -0.021 0.24
C -1.03162 -1.87858 -4.59631 -0.074 0.021 0.043 -0.19
C -1.58185 1.83235 3.67950 -0.047 -0.039 -0.041 -0.21
C 0.32723 -2.06851 -6.70505 -0.082 0.072 0.085 0.65
H -2.52010 3.74965 3.94805 0.007 -0.042 -0.018 0.37
H 0.52618 -4.18286 2.21484 0.013 -0.013 -0.003 0.56
H -4.77408 -4.69164 -2.27958 -0.012 0.013 0.003 0.52
O -2.78966 -0.30231 -4.58723 -0.032 0.004 0.041 -0.72
P 0.31612 4.15829 5.29410 0.119 -0.069 0.278 0.43
C 1.65184 0.08822 -2.29889 0.041 -0.082 0.004 0.48
C -2.52825 -5.39861 -1.07274 0.046 -0.049 0.040 0.57
H -3.19887 0.95931 -6.66300 0.010 0.014 -0.014 0.50
H -0.10591 -1.33973 5.63477 0.074 0.049 0.044 0.42
C 4.34110 1.40513 -4.66797 -0.013 -0.003 -0.009 -0.67
H 1.32290 3.57968 -5.70809 0.014 0.006 -0.011 0.51
C -0.15881 -0.26995 3.76599 0.093 -0.071 -0.076 -0.39
H -1.25684 4.79905 8.73365 0.066 0.249 -0.034 0.30
C -4.54250 -4.01065 -1.47177 0.002 0.008 0.024 -0.69
H 0.53436 -1.10593 -9.16082 -0.011 0.011 -0.012 0.49
H 2.26363 -1.09550 5.10174 -0.010 0.055 -0.007 0.38
H -1.94902 3.46155 2.32258 0.026 0.032 0.032 0.44
C -3.40100 -4.24704 -0.71328 -0.008 0.018 -0.099 0.42
C 1.49851 -0.85917 -1.29259 -0.047 0.034 -0.052 -1.03
H -0.88548 0.61958 -10.26338 -0.004 -0.003 0.003 0.42
H -6.22464 -2.72637 -1.78787 0.003 -0.002 0.008 0.41
C 3.68422 4.89878 6.77121 -0.016 0.060 -0.100 -0.27
```
Forces are in eV/Å.



C52H52AsCl2N5O7STa | ωB97M-V/def2-TZVPD

Output
Net charge   +3
HOMO level   -13.96 eV
Gap between HOMO and LUMO   5.064 eV

```
121
Properties=species:S:1:pos:R:3:forces:R:3:mulliken_charge:R:1
H -3.22973 5.96167 -4.70179 0.037 0.101 -0.054 0.49
N -0.54669 2.31325 -4.16001 0.359 0.347 0.211 0.22
C -1.78803 2.92782 -4.16330 -0.279 0.246 0.029 -0.99
C 1.30593 -3.97684 4.53149 -0.017 -0.054 -0.039 -0.88
H -1.02801 -3.05578 -4.39546 0.151 0.033 -0.001 0.69
H -0.95990 -1.86789 3.16386 0.042 -0.082 0.004 0.38
H -1.11048 0.96928 7.19180 -0.007 -0.064 0.039 0.51
H 3.88300 -3.69575 2.48662 -0.126 0.044 -0.271 0.22
H 0.21463 2.97324 -4.05736 -0.090 -0.131 -0.093 0.30
C -2.23624 0.52440 1.86706 -0.126 0.535 0.393 -0.78
O 1.73359 -0.41162 -1.72542 -0.250 -0.784 1.006 -0.31
H -5.52574 -1.73864 4.91769 0.016 0.042 0.004 0.33
C 0.08825 -3.50606 4.06161 -0.036 -0.028 0.079 -1.04
H -0.24916 5.60849 -2.00227 0.034 0.017 0.108 0.24
C -3.59069 -3.73311 -3.89027 -0.336 0.198 -0.025 -0.79
H 0.21770 3.21407 2.99267 -0.026 0.043 0.089 0.26
N 0.02420 4.56384 -0.19985 -0.056 -0.409 0.269 0.33
S 2.62072 1.61062 -0.01198 -0.262 -0.375 0.485 -0.15
O -4.78909 -1.43948 4.37327 0.131 0.096 0.190 -0.51
H 3.22855 -1.26784 3.85634 0.023 -0.079 0.025 0.52
C -3.29803 0.07018 2.62032 -0.051 -0.238 -0.195 -1.44
N -0.92668 -1.35496 -1.49610 0.326 0.913 0.801 1.10
C -4.30459 4.15780 -4.27244 0.041 -0.014 0.067 -0.65
C -3.15916 4.90930 -4.47749 0.048 0.040 -0.004 -0.63
C 3.27739 1.25121 3.98124 -0.498 -0.158 -0.124 -0.65
C -0.55362 -1.86649 -2.66258 0.332 -0.160 -0.456 -1.00
C 2.56214 -4.33923 -0.42637 0.018 -0.114 -0.069 -0.44
C -3.62736 -1.59897 0.95995 0.207 0.233 0.025 -1.20
H -1.61127 5.69408 -0.86931 0.009 -0.012 0.002 0.36
C -2.54861 -1.07585 0.24809 -0.382 -0.308 0.386 0.35
C -0.62239 3.43192 -0.10738 -0.334 0.043 -0.389 -0.39
H 3.36800 -3.51355 4.87704 0.135 -0.053 0.073 0.73
Ta 0.55815 0.22368 -0.06898 -1.823 -0.665 -0.951 1.92
C 1.96731 1.02012 -3.64565 -0.317 -0.022 0.116 -1.12
H 1.37563 -4.96421 4.95907 -0.014 -0.120 0.090 0.47
O 2.84305 -1.29875 0.83705 -0.083 0.294 -0.179 -0.73
H 4.56550 -5.52243 1.14040 -0.051 0.128 0.086 0.38
H 5.01489 1.87578 5.08136 -0.057 -0.010 0.089 0.47
C -5.08740 -1.65817 3.02142 -0.403 -0.206 -0.247 -0.78
C -1.91951 4.30042 -4.42008 -0.030 -0.197 -0.029 0.60
C -2.95776 2.23669 -3.83152 0.176 0.103 0.009 0.63
C -0.52590 5.67673 -0.94753 -0.371 0.426 -0.554 -0.76
C -0.96035 2.82998 6.14480 0.000 -0.005 -0.016 -0.72
C -0.08080 2.72387 3.91418 0.125 -0.228 -0.413 -0.29
C 3.33025 1.66715 1.60007 -0.331 -0.231 0.330 0.72
C 0.06246 1.34028 4.03406 -0.331 -0.010 -0.469 0.62
C -3.06528 -2.37200 -1.81252 0.353 0.037 0.020 -0.90
H 2.23492 -1.12273 -5.24243 0.138 -0.049 0.014 0.51
C -2.66375 -2.91976 -3.02591 0.357 0.089 0.008 -0.01
H 6.16304 2.75595 3.08728 0.117 0.062 0.025 0.46
H -4.15863 -2.45746 0.58592 -0.027 -0.114 -0.101 0.53
H 2.06617 2.10530 -3.70155 0.148 -0.030 0.123 0.14
C 2.67511 1.15197 2.72070 0.125 0.051 -0.082 0.17
H 2.07309 4.89158 -0.42048 -0.042 -0.011 0.008 0.33
C -3.99314 -1.06164 2.18789 0.336 0.216 0.028 0.41
C 2.43064 -3.17101 4.46345 -0.036 0.122 0.069 -0.92
H 4.44142 -3.59551 -1.22903 0.045 0.029 -0.003 0.25
H -1.70550 1.42329 2.15827 -0.017 -0.186 0.026 1.07
H -5.27378 4.61935 -4.36591 -0.100 0.065 0.021 0.44
C -0.31908 0.70924 5.22002 0.221 -0.442 -0.544 -0.24
C -4.20620 2.82356 -3.91822 0.035 0.007 -0.046 -0.86
H 1.33166 5.69513 0.96944 -0.100 -0.030 -0.047 0.43
C 1.36888 0.62795 -2.33713 1.366 0.229 -2.477 0.37
C 4.53437 1.81544 4.11630 -0.023 -0.036 -0.063 -0.90
H -0.20331 -0.36496 5.32858 -0.073 0.166 0.061 0.38
H 2.09844 -5.32191 -0.37874 -0.048 0.006 0.037 0.47
H -1.47270 -0.84337 -7.32209 -0.128 -0.042 -0.120 0.51
H 1.77828 -4.15503 1.62335 0.172 0.091 0.078 0.35
C -1.11801 0.65219 -5.84885 0.105 0.125 0.065 -0.20
H -1.58614 3.40366 -0.63053 0.073 0.051 -0.018 0.53
As 0.91477 0.33559 2.51360 1.638 0.438 3.706 1.68
C -0.24593 1.15937 -4.88386 0.103 -0.314 -0.418 0.11
C 1.33359 4.78078 0.37463 0.585 -0.025 0.395 -0.74
H 1.61965 3.94122 1.00450 -0.080 0.055 -0.085 -0.04
H -5.19284 -2.73119 2.79808 0.075 0.199 -0.046 0.40
H 4.11105 -2.57374 1.26101 -0.001 -0.417 0.259 0.36
H -2.84992 -5.45505 -4.48278 -0.058 0.056 0.029 0.32
H -4.16555 -3.01833 -4.49513 -0.089 -0.088 0.169 0.21
C 5.18553 2.31144 2.99224 -0.083 -0.019 0.124 -0.85
C 0.00020 -2.23496 3.51980 0.020 0.353 -0.135 -0.05
C -1.36685 -2.65562 -3.45199 -0.296 -0.057 0.195 -1.47
H 0.66813 -2.00202 -6.92118 0.050 -0.152 -0.106 0.47
H 4.29402 -5.35334 -1.27355 0.102 0.048 0.013 0.48
C 1.98160 -2.17696 0.76090 1.514 -0.617 0.572 0.68
C 1.28361 -0.63601 -5.40006 -0.057 0.007 -0.094 -0.61
C -0.59281 3.46270 4.96697 0.064 -0.058 -0.012 -0.63
C 2.34835 -1.89805 3.91422 0.001 0.513 -0.221 -1.03
C 4.58674 2.25389 1.75032 -0.208 -0.042 -0.218 -0.99
Cl -0.47403 5.23876 -4.66938 -0.092 -0.023 -0.103 -0.18
H -0.13065 6.61063 -0.55184 -0.066 -0.086 0.071 0.34
C 0.97578 0.50468 -4.67016 -0.122 0.090 -0.175 0.22
H 5.72456 -4.23807 0.72979 -0.140 0.035 0.175 0.43
C -0.82909 1.45777 6.27091 0.082 0.080 -0.039 -0.82
O 0.44547 1.30739 -1.80997 -1.008 0.573 1.146 0.54
H 2.72412 0.87371 4.84197 0.261 0.159 -0.046 0.57
H -2.03971 1.17300 -6.05495 -0.102 0.051 -0.027 0.57
H 2.94006 0.54562 -3.77257 -0.088 0.064 0.074 0.70
H -0.69417 4.53340 4.87907 0.011 0.096 -0.041 0.48
C 0.40622 -1.13162 -6.34478 0.085 -0.108 0.025 -0.99
H 5.08448 2.65867 0.88411 0.127 0.055 -0.119 0.58
H -0.79150 -4.12830 4.13678 -0.074 -0.010 -0.022 0.52
H -6.03363 -1.17130 2.73540 0.098 -0.072 -0.016 0.36
H -4.07905 -2.52020 -1.47703 -0.075 -0.016 0.112 0.61
N 3.83658 -3.56634 1.46851 0.315 0.554 0.315 0.15
O 0.76784 -1.93531 0.53565 -1.314 1.359 -0.847 -0.43
H 0.44858 -1.64269 -2.99215 -0.029 -0.055 -0.039 1.09
O -0.23898 2.42270 0.54159 0.420 -1.521 0.182 0.00
H -4.29676 -4.29139 -3.26617 0.031 0.060 -0.080 0.50
H -1.33837 3.41347 6.96671 -0.100 0.080 0.143 0.44
Cl -2.80094 0.61388 -3.22967 -0.340 0.039 0.049 0.25
O -2.90086 -4.54582 -4.79465 0.238 -0.176 -0.166 -0.50
N -1.81651 -0.06477 0.74310 1.390 -0.019 -0.659 0.25
C 2.44822 -3.63063 0.94002 -1.018 0.289 -0.316 -0.05
H -3.56805 0.55978 3.54219 0.029 0.072 0.080 0.58
H 2.06231 -3.76822 -1.20686 -0.068 -0.038 0.004 -0.06
C -2.16532 -1.62465 -1.05822 -0.199 -0.274 -0.317 0.12
C 4.06605 -4.46466 -0.68964 -0.059 -0.022 0.021 -0.71
H -5.09026 2.24507 -3.70538 -0.074 -0.094 0.045 0.53
C 4.67364 -4.52801 0.70442 0.427 -0.461 -0.555 -0.61
C -0.79573 -0.47921 -6.56782 0.044 -0.007 0.081 -0.85
C 1.13171 -1.41653 3.43719 -0.392 -0.085 -0.598 0.20
```
Forces are in eV/Å.